(1)
The following is a DFT calculation (the ωB97M-V functional and the def2-TZVPD basis) of a 6-piece molecular cluster, C21H31N3O5 overall.

Strongest force on any atom = 5.01 eV/A
Orbital gap = 0.293 Ha
Energy above the lowest of the compared OMol25 structures with the same formula, charge and spin = 122.2 kcal/mol
SMILES string = c1cc[nH]c1.c1cc[nH]c1.c1cc[nH]c1.O=C1CCCO1.O=C1CCCO1.CO

Element x y z (Å)
C (7.006, -21.018, 20.093)
C (6.081, -20.073, 20.271)
C (5.737, -19.999, 21.578)
N (6.570, -20.904, 22.246)
C (7.400, -21.455, 21.305)
H (7.526, -21.262, 19.179)
H (5.599, -19.473, 19.514)
H (5.062, -19.403, 22.174)
H (6.735, -20.965, 23.241)
H (8.262, -22.028, 21.615)
C (9.579, -15.127, 17.083)
C (9.546, -13.822, 16.570)
C (8.637, -13.107, 17.343)
N (8.287, -13.891, 18.400)
C (8.820, -15.132, 18.220)
H (10.125, -15.975, 16.696)
H (9.889, -13.461, 15.612)
H (8.128, -12.155, 17.316)
H (7.570, -13.697, 19.083)
H (8.509, -15.939, 18.866)
C (14.866, -15.788, 18.272)
C (15.640, -16.982, 18.577)
C (14.783, -18.043, 18.353)
N (13.527, -17.607, 18.047)
C (13.548, -16.213, 18.088)
H (15.152, -14.748, 18.338)
H (16.678, -16.946, 18.873)
H (14.884, -19.089, 18.605)
H (12.779, -18.242, 17.809)
H (12.617, -15.689, 17.930)
O (9.414, -16.617, 24.761)
C (9.214, -16.645, 23.619)
C (8.822, -17.735, 22.726)
C (8.941, -17.225, 21.369)
C (9.035, -15.742, 21.604)
O (9.385, -15.554, 22.974)
H (9.457, -18.599, 22.921)
H (7.800, -18.067, 22.911)
H (9.904, -17.463, 20.917)
H (8.068, -17.605, 20.839)
H (9.804, -15.214, 21.041)
H (8.141, -15.150, 21.408)
O (10.475, -21.238, 15.168)
C (9.912, -22.066, 15.885)
C (8.512, -22.031, 16.584)
C (8.602, -23.251, 17.482)
C (9.663, -24.178, 16.809)
O (10.424, -23.327, 16.047)
H (8.198, -21.076, 17.006)
H (7.729, -22.260, 15.861)
H (8.782, -23.007, 18.529)
H (7.664, -23.807, 17.457)
H (10.275, -24.749, 17.507)
H (9.138, -24.857, 16.137)
C (10.256, -18.873, 17.698)
O (11.531, -19.408, 17.252)
H (10.520, -18.130, 18.451)
H (9.692, -18.356, 16.921)
H (9.618, -19.609, 18.186)
H (11.384, -19.478, 16.306)

(2)
The following is a DFT calculation (the ωB97M-V functional and the def2-TZVPD basis) of a 2-piece molecular cluster, C2H8N6 overall.

Strongest force on any atom = 10.09 eV/A
Orbital gap = 0.308 Ha
Energy above the lowest of the compared OMol25 structures with the same formula, charge and spin = 216.3 kcal/mol

Element x y z (Å)
C (-1.528, 0.521, 0.408)
C (1.979, -0.125, -0.046)
H (-4.106, -1.093, -0.646)
H (-3.679, 0.790, -0.947)
H (-2.100, 1.654, 0.355)
H (0.583, 1.296, 0.915)
H (0.551, -1.413, 1.077)
H (3.099, 1.596, -0.805)
H (1.153, 1.696, -0.054)
H (2.488, -1.866, 0.131)
N (-3.517, -0.131, -0.217)
N (-2.148, -0.488, 0.003)
N (-0.061, 0.372, 0.372)
N (0.475, -0.693, -0.184)
N (2.164, 1.182, -0.259)
N (2.987, -0.962, -0.029)

(3)
The following is a DFT calculation (the ωB97M-V functional and the def2-TZVPD basis) of an isolated molecule of C4H5NO.

Strongest force on any atom = 9.40 eV/A
Orbital gap = 0.357 Ha
Energy above the lowest of the compared OMol25 structures with the same formula, charge and spin = 136.4 kcal/mol
SMILES string = C=CN1OC1=C

Element x y z (Å)
C (1.102, 1.194, 0.496)
C (-0.206, 1.429, 0.296)
N (-1.182, 0.449, 0.340)
O (-1.631, 0.047, -1.060)
C (-0.862, -0.770, -0.277)
C (0.043, -2.024, -0.372)
H (1.683, 2.033, 0.480)
H (1.306, 0.104, 0.620)
H (-0.707, 2.329, 0.148)
H (-0.129, -2.669, -1.174)
H (0.582, -2.122, 0.503)